# 1
Computed, not measured: C19H76AlN38O23P as an isolated structure, with the ωB97M-V functional and the def2-TZVPD basis.

Positions of all 158 atoms, in Å:
Al1 22.31 -9.70 -22.31
P1 19.59 -8.38 -21.23
O1 18.19 -7.84 -20.71
O2 19.44 -9.44 -22.42
O3 20.45 -9.16 -20.22
O4 20.68 -7.39 -21.79
C1 16.53 -7.36 -23.74
O5 15.60 -6.99 -24.43
N1 17.30 -8.32 -24.04
N2 16.86 -6.71 -22.70
H1 17.23 -8.87 -24.88
H2 17.92 -8.61 -23.29
H3 16.17 -6.04 -22.39
H4 17.46 -7.18 -22.03
C2 17.40 -5.17 -18.92
O6 16.83 -4.32 -18.25
N3 17.67 -6.32 -18.41
N4 17.63 -5.07 -20.15
H5 17.96 -7.10 -19.00
H6 17.30 -6.39 -17.47
H7 17.11 -4.35 -20.63
H8 17.93 -5.92 -20.61
C3 14.83 -13.28 -23.03
O7 14.18 -13.70 -23.94
N5 15.95 -12.69 -23.22
N6 14.28 -13.22 -21.84
H9 16.46 -12.44 -22.38
H10 16.47 -12.57 -24.08
H11 13.30 -13.30 -21.63
H12 14.90 -12.59 -21.33
C4 19.53 -1.51 -18.73
O8 20.25 -0.57 -18.44
N7 20.07 -2.51 -19.46
N8 18.26 -1.78 -18.50
H13 21.03 -2.81 -19.57
H14 19.40 -3.11 -19.92
H15 17.85 -2.65 -18.81
H16 17.61 -1.03 -18.31
C5 18.77 -9.64 -17.48
O9 18.63 -10.27 -16.46
N9 19.79 -8.87 -17.77
N10 18.14 -9.90 -18.54
H17 19.92 -8.81 -18.77
H18 20.51 -8.68 -17.08
H19 17.50 -10.68 -18.58
H20 18.39 -9.39 -19.38
C6 22.78 -7.93 -16.04
O10 23.39 -6.89 -15.95
N11 21.56 -7.93 -15.70
N12 23.00 -9.07 -16.57
H21 21.15 -7.02 -15.53
H22 21.11 -8.68 -15.20
H23 22.38 -9.78 -16.23
H24 23.91 -9.44 -16.82
C7 16.73 -7.74 -14.42
O11 17.44 -8.75 -14.32
N13 16.46 -7.06 -13.36
N14 16.12 -7.37 -15.51
H25 16.78 -7.37 -12.46
H26 15.95 -6.20 -13.49
H27 15.33 -6.75 -15.44
H28 16.11 -7.98 -16.32
C8 15.07 -9.22 -21.15
O12 13.90 -9.61 -21.25
N15 15.45 -8.37 -20.30
N16 16.03 -9.80 -21.75
H29 14.73 -7.90 -19.77
H30 16.43 -8.12 -20.35
H31 16.91 -9.37 -21.50
H32 15.85 -10.28 -22.62
C9 14.78 -4.16 -21.49
O13 14.57 -5.39 -21.50
N17 14.94 -3.47 -20.43
N18 14.89 -3.35 -22.54
H33 15.20 -3.89 -19.55
H34 14.86 -2.47 -20.55
H35 14.68 -3.93 -23.34
H36 14.89 -2.34 -22.49
C10 19.03 -14.18 -17.19
O14 18.37 -14.99 -17.78
N19 19.68 -13.16 -17.69
N20 19.26 -14.29 -15.94
H37 19.48 -12.83 -18.62
H38 19.93 -12.50 -16.97
H39 19.63 -13.52 -15.41
H40 18.57 -14.97 -15.62
C11 20.79 -7.39 -25.40
O15 21.62 -8.05 -24.71
N21 20.05 -6.36 -25.03
N22 20.55 -7.71 -26.64
H41 19.40 -5.93 -25.68
H42 20.03 -6.11 -24.05
H43 20.12 -7.04 -27.27
H44 21.05 -8.54 -26.91
C12 22.55 -11.79 -19.04
O16 22.89 -11.76 -20.22
N23 21.79 -10.88 -18.52
N24 23.02 -12.44 -18.02
H45 21.78 -10.81 -17.52
H46 21.24 -10.29 -19.14
H47 22.54 -12.29 -17.15
H48 23.42 -13.35 -18.17
C13 22.04 -5.72 -19.32
O17 22.52 -4.92 -18.56
N25 22.42 -5.88 -20.58
N26 21.06 -6.53 -19.07
H49 21.95 -6.57 -21.14
H50 23.30 -5.42 -20.78
H51 20.47 -6.47 -18.25
H52 20.80 -7.15 -19.82
C14 25.00 -8.37 -19.81
O18 24.59 -9.34 -20.31
N27 24.53 -7.82 -18.76
N28 26.01 -7.68 -20.27
H53 24.02 -8.25 -18.01
H54 25.17 -7.08 -18.53
H55 26.56 -8.07 -21.02
H56 26.23 -6.78 -19.86
C15 20.38 -11.65 -24.98
O19 21.45 -11.41 -24.46
N29 20.18 -12.43 -25.94
N30 19.22 -11.29 -24.57
H57 19.24 -12.33 -26.31
H58 20.88 -12.91 -26.49
H59 18.34 -11.27 -25.06
H60 19.14 -10.65 -23.79
C16 24.72 -6.53 -23.57
O20 24.21 -7.62 -23.21
N31 26.02 -6.31 -23.66
N32 24.05 -5.42 -23.89
H61 26.67 -7.02 -23.34
H62 26.35 -5.35 -23.69
H63 24.55 -4.55 -24.00
H64 23.06 -5.53 -24.05
C17 16.00 -12.68 -19.06
O21 16.57 -13.18 -19.99
N33 15.74 -11.41 -19.03
N34 15.74 -13.23 -17.94
H65 15.02 -11.27 -18.34
H66 15.88 -10.92 -19.90
H67 16.04 -12.66 -17.16
H68 15.96 -14.21 -17.81
C18 19.94 -3.97 -22.68
O22 19.37 -3.02 -23.08
N35 19.48 -5.14 -22.60
N36 20.86 -3.90 -21.83
H69 20.05 -5.89 -22.23
H70 18.50 -5.30 -22.80
H71 21.09 -4.76 -21.34
H72 21.55 -3.17 -21.92
C19 19.76 -12.80 -21.41
O23 20.84 -12.60 -21.97
N37 19.34 -13.96 -20.90
N38 18.99 -11.78 -21.09
H73 20.04 -14.69 -20.87
H74 18.37 -13.98 -20.64
H75 18.17 -11.95 -20.53
H76 19.20 -10.91 -21.57

Calculated values
electronic energy = -5164.89786 a.u.
frontier orbital gap = 2.251 eV
E_HOMO = -8.33 eV
net charge = 0

=====

# 2
Computed, not measured: a 10-piece molecular cluster, C26H46O39S9 overall, with the ωB97M-V functional and the def2-TZVPD basis.

Positions of all 120 atoms, in Å:
C1 6.85 -2.62 1.98
C2 5.70 -2.28 2.12
C3 4.35 -1.69 2.27
C4 3.26 -2.81 2.30
C5 1.89 -2.07 2.27
C6 0.69 -3.04 2.42
C7 -0.14 -3.02 1.12
O1 -1.47 -2.99 1.72
C8 -1.27 -2.00 2.72
O2 -1.89 -1.03 2.91
O3 -0.19 -2.43 3.42
H1 7.91 -2.60 1.88
H2 4.28 -1.14 3.22
H3 4.15 -1.04 1.41
H4 3.37 -3.30 3.27
H5 3.35 -3.51 1.46
H6 1.91 -1.43 3.16
H7 1.80 -1.41 1.40
H8 0.96 -4.01 2.84
H9 0.11 -3.85 0.45
H10 -0.12 -2.12 0.50
O4 4.16 1.63 4.73
S1 2.83 2.11 4.64
O5 2.44 3.09 3.69
O6 2.36 2.58 6.10
C9 1.19 1.85 6.49
C10 1.29 0.53 5.78
O7 1.84 0.85 4.49
H11 0.31 2.42 6.16
H12 1.15 1.74 7.57
H13 0.33 0.03 5.67
H14 1.99 -0.15 6.28
O8 0.41 1.18 -2.01
S2 -0.93 1.65 -2.04
O9 -1.35 2.67 -2.94
O10 -1.33 2.06 -0.55
C11 -2.48 1.31 -0.14
C12 -2.40 0.02 -0.90
O11 -1.91 0.39 -2.20
H15 -3.37 1.88 -0.41
H16 -2.46 1.15 0.94
H17 -3.37 -0.48 -0.98
H18 -1.68 -0.67 -0.45
O12 -3.89 6.01 -6.10
S3 -2.77 5.68 -6.90
O13 -2.52 6.32 -8.14
O14 -2.78 4.08 -7.13
C13 -1.55 3.52 -6.65
C14 -1.10 4.45 -5.54
O15 -1.45 5.76 -6.00
H19 -0.83 3.52 -7.47
H20 -1.70 2.50 -6.30
H21 -0.04 4.38 -5.34
H22 -1.66 4.25 -4.62
O16 -5.30 0.98 0.94
S4 -5.89 2.24 1.21
O17 -6.80 2.87 0.32
O18 -4.71 3.28 1.55
C15 -4.92 3.83 2.86
C16 -5.66 2.75 3.62
O19 -6.57 2.19 2.66
H23 -5.52 4.74 2.76
H24 -3.96 4.08 3.32
H25 -6.21 3.15 4.47
H26 -4.99 1.96 3.96
O20 5.54 -5.67 1.81
S5 4.34 -6.34 1.46
O21 3.10 -6.07 2.11
O22 4.62 -7.93 1.52
C17 4.34 -8.52 0.25
C18 4.60 -7.42 -0.76
O23 4.12 -6.22 -0.13
H27 3.29 -8.83 0.24
H28 4.97 -9.39 0.09
H29 4.09 -7.59 -1.70
H30 5.66 -7.31 -0.94
O24 5.67 -5.96 -2.96
S6 6.77 -5.33 -2.31
O25 7.39 -5.88 -1.16
O26 6.35 -3.81 -2.00
C19 7.28 -2.92 -2.63
C20 7.78 -3.67 -3.85
O27 7.90 -5.03 -3.41
H31 8.09 -2.71 -1.93
H32 6.79 -1.98 -2.90
H33 8.74 -3.29 -4.21
H34 7.05 -3.64 -4.66
O28 -3.64 -0.24 7.29
S7 -4.84 -0.94 6.97
O29 -6.06 -0.72 7.65
O30 -4.52 -2.51 6.96
C21 -4.83 -3.07 5.68
C22 -4.63 -1.94 4.70
O31 -5.11 -0.78 5.39
H35 -5.87 -3.41 5.70
H36 -4.18 -3.92 5.47
H37 -5.17 -2.09 3.77
H38 -3.57 -1.78 4.48
O32 6.37 0.71 -4.55
S8 5.04 1.20 -4.61
O33 4.65 2.21 -5.53
O34 4.60 1.65 -3.13
C23 3.43 0.92 -2.74
C24 3.51 -0.39 -3.48
O35 4.04 -0.04 -4.77
H39 2.55 1.49 -3.04
H40 3.41 0.78 -1.66
H41 2.54 -0.88 -3.58
H42 4.21 -1.08 -3.00
O36 -9.09 9.00 -3.21
S9 -9.00 7.72 -3.80
O37 -10.11 6.84 -3.87
O38 -7.76 6.94 -3.13
C25 -6.82 6.56 -4.15
C26 -6.98 7.59 -5.24
O39 -8.39 7.86 -5.28
H43 -7.10 5.56 -4.51
H44 -5.81 6.53 -3.75
H45 -6.63 7.23 -6.21
H46 -6.46 8.52 -4.99

Calculated values
electronic energy = -7536.07470 a.u.
frontier orbital gap = 9.681 eV
E_HOMO = -9.89 eV
net charge = 0

=====

# 3
Computed, not measured: a 2-piece molecular cluster, C5H10BrN2 overall, with the ωB97M-V functional and the def2-TZVPD basis.

Positions of all 18 atoms, in Å:
C1 1.20 0.93 -0.66
C2 -1.21 -0.44 0.45
C3 0.83 2.15 0.10
C4 2.39 0.94 -1.56
C5 -2.30 -2.52 1.18
N1 0.64 -0.16 -0.52
N2 -1.19 -1.71 0.72
Br1 -2.56 0.74 0.65
H1 0.49 1.86 1.03
H2 1.70 2.90 0.30
H3 -0.05 2.62 -0.49
H4 2.17 0.21 -2.34
H5 3.25 0.57 -1.00
H6 2.59 2.04 -1.98
H7 -1.94 -3.50 1.16
H8 -3.08 -2.49 0.50
H9 -2.50 -2.00 2.11
H10 -0.42 -2.14 0.34

Calculated values
electronic energy = -2879.64663 a.u.
energy above the lowest of the compared OMol25 structures with the same formula, charge and spin = 105.9 kcal per mole
frontier orbital gap (alpha / beta) = 8.911 / 8.909 eV
E_HOMO (alpha / beta) = -13.63 / -13.63 eV
net charge = +1